No. 1
156
Properties=species:S:1:pos:R:3 method="wB97M-V/def2-TZVPD" molar_mass_g_mol=1406.97 spin_multiplicity=2 s_squared=0.764 e_lumo_ev="-6.897 / -9.400" total_charge=+2 e_homo_ev="-12.610 / -12.594"
Y 0.701 -2.410 0.866
P 0.431 0.058 -0.023
O 1.236 3.145 -5.466
O 1.075 4.454 4.026
O 0.713 3.823 -0.667
O 3.526 -5.824 -5.857
O -4.309 -1.635 -3.579
O 5.477 5.103 2.224
O -5.788 0.806 1.030
O -7.725 -0.576 -0.545
O 1.830 7.072 3.699
O 2.207 -1.093 -3.098
O -3.927 2.819 -3.571
O 1.768 6.301 -1.045
O -6.242 4.032 0.320
O -5.210 0.695 4.961
O -2.371 -0.919 -1.688
O 1.325 -0.922 -0.763
O 0.917 -0.197 1.391
O -0.098 -3.395 -1.116
O 0.138 1.528 -0.439
O 3.977 1.914 5.150
O -1.620 2.374 -1.985
O 4.372 3.745 0.070
O 3.014 0.358 2.962
O -1.409 -3.190 1.417
O -0.896 2.447 5.881
O 3.253 -3.290 -7.149
O -4.018 3.317 1.882
O 2.828 -3.549 -1.793
O -4.078 -0.883 2.930
O 2.910 -2.094 1.598
O -0.813 -0.956 0.152
O -0.033 1.358 3.528
O 0.537 -2.410 3.300
N -0.350 -2.153 5.405
N 1.354 1.710 -2.943
N -1.188 -3.919 -3.123
N 5.116 -2.225 1.077
N -3.167 -4.583 0.977
C 3.840 2.047 -2.741
C 4.967 -1.272 -0.092
C -4.351 -4.721 0.161
C -2.532 -3.403 0.951
C 2.555 3.053 -4.882
C -0.444 -1.419 6.673
C 4.781 3.986 2.418
C 1.481 6.360 2.605
C -1.259 1.059 3.945
C -5.494 0.036 0.121
C -4.022 3.292 0.662
C -1.668 1.844 5.113
C 4.345 3.309 1.193
C -3.676 -0.749 -1.383
C 1.690 6.729 1.368
C 1.034 4.520 0.430
C -4.157 -0.266 -0.220
C 4.692 3.507 3.669
C 3.531 1.506 2.735
C -2.806 2.660 -1.433
C 4.074 -2.493 1.908
C -2.853 2.799 -0.106
C -0.784 -2.714 -3.778
C -2.150 -4.730 -3.809
C -6.034 -1.407 -1.909
C -4.589 -1.337 -2.404
C -6.397 -0.741 -0.815
C 1.381 3.525 -6.829
C -3.371 -0.079 3.539
C -0.782 -4.197 -1.836
C -3.104 1.674 5.407
C -5.060 3.691 -0.283
C 6.326 -3.070 1.076
C 2.945 -3.444 -2.980
C 0.742 4.149 1.708
C 3.232 -4.696 -5.110
C -2.675 -5.679 1.873
C -3.884 0.862 4.650
C 2.671 -2.247 -3.768
C -3.973 2.986 -2.359
C 1.054 4.980 2.899
C 2.619 -2.279 -5.088
C -1.546 -2.942 5.048
C 3.292 -4.633 -3.781
C 4.041 2.282 3.971
C 1.581 5.885 0.126
C 3.083 -3.412 -5.994
C -2.075 0.206 3.214
C 3.586 2.072 1.465
C 2.553 2.674 -3.338
C -5.087 3.484 -1.604
C 0.547 -1.903 4.451
H -1.083 1.961 -1.306
H 6.348 -3.697 0.185
H -2.560 -5.499 -3.154
H -1.800 -0.674 -0.956
H 5.936 -0.846 -0.353
H 5.140 4.028 4.503
H 0.158 -0.511 6.661
H -0.111 -2.023 7.518
H 0.473 2.924 -0.432
H -6.192 3.692 1.217
H -3.371 -6.023 2.639
H 7.248 -2.490 1.036
H 1.939 -1.160 -2.179
H -8.348 -1.000 -1.140
H 0.347 3.494 -7.171
H 3.264 2.350 -5.319
H -3.437 2.299 6.222
H 0.097 -2.352 -3.248
H 0.292 3.169 1.760
H -2.957 -4.105 -4.192
H 2.258 3.618 -2.882
H 3.405 -5.545 -6.768
H 3.169 3.953 -4.906
H -3.166 -2.598 0.549
H 2.211 -1.425 -5.609
H 6.497 -3.795 1.872
H 4.425 -3.172 2.701
H 1.101 1.937 -1.992
H -1.623 -0.041 2.264
H -1.482 -1.887 -3.912
H 3.476 -5.558 -3.255
H 1.894 4.470 -7.009
H -2.390 -6.516 1.236
H -4.601 -3.878 -0.483
H 3.140 1.674 0.566
H -0.510 -2.941 -4.808
H -6.798 -1.772 -2.580
H -5.156 -4.834 0.887
H -5.609 0.191 4.248
H 1.465 6.599 4.451
H -1.133 -5.196 -1.533
H 1.903 2.753 -7.395
H -4.424 -5.619 -0.453
H 2.554 0.025 2.188
H -1.720 -5.355 2.285
H 1.618 0.735 -2.964
H 4.818 2.464 -2.982
H 0.248 0.817 2.787
H 0.582 1.893 -3.567
H -3.454 0.056 0.534
H 4.434 -1.743 -0.918
H 1.353 -1.226 4.772
H 3.901 1.004 -3.054
H 1.963 7.764 1.225
H 3.862 2.056 -1.651
H -5.976 3.752 -2.154
H -1.608 -5.176 -4.643
H -1.461 -1.028 6.710
H 4.277 -0.509 0.270
H -2.383 -2.385 5.468
H 5.614 5.249 1.285
H -2.072 2.443 0.550
H -1.518 -3.906 5.557
H -1.805 -3.060 3.996

No. 2
127
Properties=species:S:1:pos:R:3 method="wB97M-V/def2-TZVPD" molar_mass_g_mol=853.36 spin_multiplicity=1 e_lumo_ev=0.198 e_homo_ev=-7.137
As 1.190 -1.295 0.169
Mg -2.161 -1.572 -0.294
O -1.670 -1.194 -1.994
O -1.368 -1.424 1.310
N -3.409 0.065 -0.019
N -3.848 -2.824 -0.321
C 3.795 -0.040 -0.249
C 1.494 -5.422 1.302
C -0.659 4.117 -3.838
C 0.484 4.836 2.221
C -0.202 1.623 -3.788
C 0.234 -2.215 -3.733
C -2.936 0.980 1.066
C 0.521 2.107 3.741
C -1.462 0.982 1.419
C -0.368 -5.190 -0.188
C 1.452 -1.241 5.735
C -0.833 2.148 1.523
C 0.497 -0.753 -4.124
C 1.724 -4.053 1.224
C 1.450 0.874 3.562
C 2.911 -1.799 3.777
C -2.237 1.094 -2.059
C 3.156 -1.270 -0.056
C 5.258 -2.346 -0.627
C 0.520 2.308 2.149
C -2.004 2.399 -2.472
C -4.712 -0.558 0.333
C -0.964 2.700 -3.340
C -1.424 0.015 -2.491
C 2.679 3.674 2.154
C 1.976 -0.455 -3.823
C 0.748 -0.330 1.863
C -4.964 -1.845 -0.460
C 0.913 -3.226 0.453
C 0.451 -5.997 0.591
C 1.221 3.605 1.675
C -0.775 -0.448 3.500
C 0.262 -0.653 -5.642
C 0.780 -0.524 3.447
C -0.683 4.152 -5.374
C -3.889 -3.507 0.998
C 3.907 -2.420 -0.305
C 0.731 4.550 -3.351
C 1.223 3.641 0.141
C -1.367 0.647 4.330
C -0.830 -0.303 1.911
C 1.428 1.048 2.032
C -0.783 1.839 4.424
C -3.520 0.783 -1.323
C -0.140 -3.823 -0.251
C 5.890 -1.116 -0.737
C -1.686 5.130 -3.328
C 5.143 0.042 -0.565
C -0.397 0.291 -3.420
C 0.690 -2.963 4.114
C 1.459 -1.638 4.251
C -3.917 -3.818 -1.409
H -1.440 6.125 -3.708
H 0.277 -7.066 0.640
H -2.315 0.462 4.834
H 5.605 1.013 -0.704
H -5.068 -1.617 -1.520
H -0.163 -2.985 4.799
H 1.503 3.855 -3.695
H 0.521 -2.410 -2.702
H 0.228 3.853 -0.263
H 6.944 -1.059 -0.981
H 0.112 3.539 -5.806
H -1.241 2.638 5.005
H -3.108 -4.540 -1.301
H 1.030 2.930 4.242
H 1.542 2.679 -0.280
H -1.356 3.047 1.193
H 0.876 5.742 1.748
H 3.323 2.978 1.608
H 1.846 -2.062 6.344
H -3.802 -3.317 -2.370
H 2.384 0.916 4.122
H 2.290 0.514 -4.224
H 0.764 4.575 -2.259
H -0.774 -0.911 -5.887
H 0.837 -2.859 -4.383
H -1.689 5.182 -2.234
H 0.628 4.937 3.301
H -4.844 -4.025 1.140
H 3.443 -3.395 -0.267
H 3.069 4.681 1.985
H 0.306 -3.114 3.104
H -3.236 2.003 0.827
H 3.228 0.876 -0.206
H -0.543 5.178 -5.731
H 1.335 -3.809 4.370
H -1.228 -1.407 3.738
H -1.640 3.780 -5.753
H 2.777 3.459 3.223
H 2.615 -1.226 -4.269
H -5.906 -2.293 -0.131
H -0.797 -3.212 -0.878
H 1.907 4.417 -0.219
H 5.815 -3.259 -0.802
H 3.347 -2.725 4.169
H 2.137 -6.039 1.919
H 2.066 -0.356 5.926
H 0.458 0.351 -6.027
H -4.116 0.154 -1.989
H -3.077 -4.232 1.056
H -4.870 -4.358 -1.392
H -5.546 0.133 0.173
H -4.693 -0.800 1.394
H 0.604 1.835 -4.485
H -2.674 3.177 -2.118
H 0.923 -1.352 -6.167
H 2.977 -1.816 2.687
H -2.696 4.878 -3.666
H 2.343 1.183 1.485
H -4.084 1.709 -1.165
H -3.736 -2.792 1.808
H 2.546 -3.630 1.786
H -0.592 4.798 2.027
H 0.433 -1.025 6.071
H -3.463 0.703 1.984
H -0.816 -2.485 -3.851
H -1.170 -5.640 -0.761
H 2.151 -0.449 -2.746
H 3.535 -0.970 4.123
H 0.976 5.550 -3.728

No. 3
135
Properties=species:S:1:pos:R:3 method="wB97M-V/def2-TZVPD" molar_mass_g_mol=1192.87 spin_multiplicity=3 s_squared=2.013 e_lumo_ev="-5.679 / -6.943" total_charge=+2 e_homo_ev="-12.386 / -12.391"
Mo -0.752 -0.028 1.676
Br 0.213 1.914 3.583
Br -0.255 -2.637 8.936
As -3.274 1.563 5.022
S 0.278 -1.529 -1.458
P -2.382 -0.342 -0.190
O 0.317 1.162 0.765
O -2.341 1.267 2.084
O -4.433 1.175 2.818
N 1.078 -3.467 -3.120
N -1.295 -1.081 3.146
N 0.126 -1.604 -4.075
N 0.830 -1.524 1.705
C -1.806 -2.426 6.553
C -4.228 -3.975 -2.331
C -3.900 -0.033 0.828
C 0.563 -3.884 1.977
C -0.572 -2.162 7.131
C -4.731 -2.698 -2.523
C 0.050 -2.606 1.935
C -2.412 1.050 -1.367
C 1.040 2.914 2.169
C 2.308 4.797 1.474
C -2.561 3.201 -3.133
C 0.585 -1.885 -5.435
C 0.955 2.029 -2.241
C -2.435 2.360 -0.884
C -2.081 1.412 6.587
C -2.413 0.834 -2.744
C 1.956 -0.750 -8.088
C -3.024 -1.805 -1.071
C -2.038 -2.058 5.239
C 3.162 3.146 -2.247
C 2.739 -2.918 1.655
C -2.496 1.904 -3.620
C 2.422 4.153 0.243
C 2.946 0.952 -1.129
C 2.971 6.149 1.696
C -1.313 -2.055 2.111
C 1.056 2.296 0.914
C 1.865 2.921 -0.074
C 2.531 -1.740 -7.077
C 2.148 -1.668 1.599
C -5.017 1.030 5.691
C 0.871 -5.708 -2.102
C -2.514 3.428 -1.766
C 0.199 -1.190 5.079
C 1.937 -4.039 1.826
C -4.143 -1.618 -1.884
C 2.218 2.274 -1.414
C -3.571 0.866 2.000
C 1.161 -6.518 -3.370
C 2.479 7.144 0.634
C 1.545 -4.340 -2.054
C 2.658 6.719 3.080
C -3.141 -4.171 -1.493
C 2.648 -6.768 -3.610
C -1.043 -1.430 4.491
C 4.494 5.976 1.566
C 0.434 -1.553 6.396
C -3.468 3.481 4.794
C 1.630 4.120 2.473
C 2.052 -1.501 -5.644
C -2.538 -3.093 -0.863
C 0.520 -2.265 -2.974
H 3.119 -7.184 -2.717
H 2.301 0.258 -0.601
H -4.695 -4.821 -2.819
H 3.181 -5.855 -3.883
H 2.177 -0.444 -5.386
H 1.327 -3.846 -1.112
H 0.874 -0.846 -8.184
H 0.420 2.965 -2.418
H -2.489 3.942 4.679
H -2.176 -2.711 2.059
H 1.230 1.601 -3.209
H -5.089 -0.052 5.781
H 4.096 3.348 -1.720
H -4.697 0.422 0.239
H -4.282 -0.980 1.213
H 2.749 6.829 -0.374
H 1.398 -1.368 6.850
H -2.552 0.756 7.316
H 3.810 -3.011 1.554
H -1.950 2.414 6.996
H 2.392 -0.927 -9.070
H 1.217 -6.276 -1.233
H 2.383 -5.025 1.857
H 2.275 -2.761 -7.376
H -0.086 -4.733 2.143
H 4.865 5.249 2.290
H 1.583 6.838 3.229
H -2.641 4.036 -3.816
H -2.999 -2.262 4.780
H 0.990 -0.735 4.497
H 4.776 5.643 0.567
H -4.083 3.688 3.923
H 0.429 -2.942 -5.668
H 0.719 -6.022 -4.241
H 2.629 -4.450 -2.137
H -2.578 -2.922 7.126
H 3.063 6.091 3.876
H -4.556 -0.627 -2.025
H 0.651 -7.478 -3.275
H -5.159 1.487 6.670
H 2.737 -0.772 1.451
H 1.559 4.505 3.480
H 4.990 6.930 1.753
H -2.391 2.556 0.177
H 0.296 1.337 -1.737
H -0.053 -1.318 -6.110
H -5.771 1.380 4.991
H 3.852 1.132 -0.543
H -1.685 -3.251 -0.221
H 1.190 -3.828 -4.056
H -2.512 1.725 -4.687
H -2.362 -0.177 -3.126
H -3.957 3.867 5.689
H -2.538 4.440 -1.384
H -0.184 -0.664 -3.895
H 3.412 2.610 -3.163
H 2.189 0.277 -7.798
H 2.671 -2.079 -4.953
H -1.110 1.004 6.310
H -0.209 -5.571 -1.999
H 2.935 8.119 0.809
H 1.395 7.260 0.685
H 3.007 4.644 -0.519
H 3.619 -1.666 -7.089
H 3.236 0.478 -2.069
H 2.789 -7.480 -4.421
H 3.116 7.703 3.176
H -5.588 -2.536 -3.164
H 2.696 4.091 -2.532
H -2.765 -5.172 -1.324